[1]
Below is 10 unconnected molecules or ions with the total composition C62H138N6O14 in a non-equilibrium geometry, with properties calculated with ωB97M-V/def2-TZVPD.

Output
HOMO-LUMO gap ... 8.265 eV
Lowest unoccupied orbital energy ... 0.38 eV
M ... 1191.814 g mol⁻¹
HOMO ... -7.88 eV
SMILES ... CC1(C)CCCC(C)(C)N1O.CC1(C)CCCC(C)(C)N1O.CC1(C)CCCC(C)(C)N1O.CC1(C)CCCC(C)(C)N1O.CC1(C)CCCC(C)(C)N1O.CC1(C)CCCC(C)(C)N1O.OCCO.OCCO.OCCO.OCCO

Positions of all 220 atoms, in Å:
C 14.98 16.24 18.68
C 14.24 15.00 19.09
O 14.82 14.55 20.30
O 16.31 15.96 18.26
H 14.98 16.99 19.42
H 14.47 16.64 17.82
H 14.23 14.26 18.27
H 13.21 15.29 19.30
H 14.37 13.79 20.73
H 16.73 15.68 19.08
C 13.48 15.47 15.43
C 14.93 15.04 14.92
O 15.07 13.64 15.27
O 12.47 15.03 14.60
H 13.37 16.57 15.39
H 13.35 15.19 16.54
H 15.71 15.62 15.36
H 14.82 15.10 13.88
H 16.03 13.35 15.22
H 12.32 14.11 14.88
C 19.28 14.13 19.59
C 18.07 13.97 20.41
O 17.55 15.27 20.53
O 18.96 14.37 18.25
H 20.06 13.32 19.60
H 19.83 15.03 19.94
H 18.12 13.56 21.41
H 17.27 13.33 19.93
H 16.79 15.29 21.09
H 18.29 15.05 18.16
C 11.70 17.46 12.76
C 10.95 18.36 11.76
O 11.83 19.20 11.01
O 10.72 16.78 13.58
H 12.35 18.13 13.31
H 12.29 16.74 12.19
H 10.28 18.93 12.37
H 10.26 17.77 11.12
H 11.66 19.00 10.07
H 11.25 16.19 14.13
C 11.75 13.21 17.65
C 10.98 12.38 16.66
C 9.58 12.89 16.39
C 8.83 12.19 15.21
C 9.70 12.39 13.98
C 11.13 11.83 14.16
N 11.75 12.39 15.40
O 13.00 11.79 15.67
C 11.13 10.30 14.09
C 11.98 12.39 13.04
C 11.08 10.96 17.28
H 12.80 12.78 17.56
H 11.38 13.03 18.69
H 11.77 14.22 17.28
H 9.09 12.73 17.33
H 9.65 14.02 16.22
H 7.74 12.42 15.12
H 8.83 11.17 15.40
H 9.75 13.43 13.71
H 9.33 11.73 13.16
H 12.04 9.83 14.32
H 10.25 9.84 14.64
H 10.91 10.13 13.03
H 11.74 13.43 12.87
H 13.07 12.31 13.15
H 11.73 11.78 12.12
H 10.45 10.87 18.21
H 12.06 10.65 17.65
H 10.70 10.17 16.58
H 13.66 12.44 15.37
C 17.00 14.37 11.67
C 16.85 12.88 11.49
C 15.38 12.54 11.73
C 15.16 11.07 11.52
C 15.42 10.67 10.04
C 16.78 11.18 9.53
N 17.02 12.55 10.06
O 18.40 12.85 9.72
C 17.87 10.10 9.90
C 16.80 11.22 8.00
C 17.79 12.21 12.48
H 18.03 14.64 11.43
H 16.65 14.77 12.64
H 16.46 14.87 10.84
H 15.13 12.83 12.79
H 14.85 13.12 11.04
H 14.12 10.76 11.74
H 15.81 10.53 12.17
H 14.63 11.23 9.54
H 15.30 9.58 9.77
H 17.69 9.76 10.90
H 17.70 9.24 9.28
H 18.90 10.37 9.75
H 16.20 10.44 7.56
H 16.43 12.21 7.57
H 17.83 11.14 7.58
H 17.80 11.09 12.58
H 17.66 12.66 13.44
H 18.75 12.47 12.13
H 18.24 13.29 8.89
C 20.09 18.58 15.45
C 21.47 18.11 14.89
C 22.46 17.81 16.01
C 21.94 16.65 16.85
C 21.50 15.39 15.98
C 20.71 15.71 14.67
N 21.34 16.88 14.09
O 20.66 17.29 12.82
C 20.88 14.53 13.70
C 19.17 15.82 14.99
C 21.98 19.22 14.02
H 19.81 18.05 16.34
H 19.41 18.77 14.63
H 20.19 19.59 15.80
H 23.41 17.65 15.52
H 22.47 18.68 16.62
H 21.16 17.04 17.50
H 22.74 16.37 17.57
H 20.90 14.75 16.64
H 22.47 14.80 15.78
H 20.55 13.59 14.12
H 20.33 14.78 12.78
H 21.92 14.30 13.42
H 18.66 14.86 14.93
H 18.97 16.22 15.92
H 18.62 16.43 14.26
H 21.32 19.46 13.17
H 22.84 18.78 13.59
H 22.20 20.16 14.53
H 21.38 17.50 12.18
C 16.60 21.01 13.21
C 15.56 19.92 13.33
C 16.04 18.73 14.31
C 16.18 19.35 15.71
C 14.84 19.73 16.17
C 14.32 20.93 15.27
N 14.29 20.40 13.92
O 13.81 21.46 13.09
C 12.82 21.19 15.68
C 15.02 22.27 15.58
C 15.19 19.31 11.97
H 16.96 21.36 14.18
H 16.24 21.80 12.58
H 17.51 20.70 12.58
H 15.34 17.91 14.29
H 17.02 18.41 13.88
H 16.91 20.21 15.67
H 16.57 18.61 16.39
H 14.78 20.20 17.18
H 14.16 18.88 16.26
H 12.82 21.66 16.65
H 12.29 21.91 15.05
H 12.40 20.14 15.67
H 14.27 23.02 15.84
H 15.78 22.14 16.35
H 15.57 22.66 14.70
H 16.10 19.02 11.51
H 14.70 20.06 11.41
H 14.51 18.46 12.15
H 13.38 20.99 12.34
C 9.19 18.27 17.00
C 10.44 18.16 17.86
C 10.87 19.51 18.32
C 10.03 20.01 19.45
C 9.98 19.04 20.62
C 9.56 17.57 20.26
N 10.36 17.24 19.04
O 10.05 15.89 18.65
C 9.93 16.54 21.32
C 8.01 17.42 20.00
C 11.57 17.59 16.95
H 8.51 17.38 17.04
H 9.45 18.40 15.95
H 8.64 19.17 17.22
H 11.91 19.55 18.60
H 10.95 19.98 17.42
H 8.95 20.15 19.16
H 10.38 20.97 19.84
H 9.29 19.43 21.39
H 10.99 19.02 21.09
H 9.88 15.51 20.96
H 10.99 16.74 21.49
H 9.34 16.81 22.22
H 7.51 17.40 21.00
H 7.60 18.17 19.36
H 7.86 16.44 19.54
H 11.77 18.29 16.13
H 11.24 16.60 16.55
H 12.49 17.39 17.56
H 10.68 15.70 17.91
C 20.03 11.73 16.89
C 18.98 10.71 16.62
C 19.33 9.41 17.38
C 17.95 8.55 17.48
C 16.81 9.38 18.15
C 16.49 10.59 17.35
N 17.72 11.34 17.25
O 17.37 12.50 16.42
C 15.71 10.24 16.03
C 15.50 11.58 18.11
C 18.98 10.39 15.15
H 19.96 12.59 16.17
H 20.98 11.27 16.58
H 20.16 12.03 17.94
H 20.10 8.91 16.76
H 19.64 9.77 18.40
H 18.16 7.56 17.96
H 17.67 8.27 16.46
H 17.18 9.85 19.06
H 15.96 8.77 18.28
H 15.42 11.12 15.41
H 16.33 9.72 15.26
H 14.88 9.67 16.34
H 14.55 11.06 18.08
H 15.78 11.80 19.17
H 15.33 12.51 17.56
H 18.72 11.14 14.43
H 18.41 9.55 14.91
H 20.04 10.12 14.95
H 17.88 13.17 16.85

=====

[2]
Below is a molecular structure, C16H32AsF6KO8S4 in a non-equilibrium geometry, with properties calculated with ωB97M-V/def2-TZVPD.

Output
HOMO-LUMO gap ... 9.246 eV
Lowest unoccupied orbital energy ... -1.06 eV
M ... 708.700 g mol⁻¹
HOMO ... -10.30 eV

Positions of all 68 atoms, in Å:
K -0.63 -2.42 -0.08
As 3.02 -4.26 -3.61
F 1.37 -4.72 -3.09
F 3.17 -5.82 -4.56
F 4.60 -3.59 -4.10
F 2.71 -2.60 -2.92
F 3.79 -4.95 -2.13
F 2.40 -3.55 -5.15
C 7.08 -5.35 2.31
C 7.32 -4.23 1.31
C 6.66 -2.97 1.75
S 5.33 -3.39 2.81
O 4.05 -3.02 2.18
O 5.56 -2.91 4.17
C 5.66 -5.23 2.73
H 7.73 -5.35 3.18
H 7.16 -6.32 1.82
H 7.10 -4.63 0.32
H 8.40 -4.09 1.31
H 6.18 -2.49 0.90
H 7.27 -2.30 2.37
H 5.02 -5.58 1.92
H 5.46 -5.83 3.61
C -7.28 2.04 1.04
C -7.31 1.84 2.48
C -6.23 0.83 2.77
S -6.69 -0.54 1.54
O -7.58 -1.54 2.11
O -5.45 -1.02 0.93
C -7.51 0.62 0.37
H -6.43 2.59 0.64
H -8.00 2.79 0.70
H -8.36 1.67 2.72
H -7.04 2.82 2.89
H -6.07 0.43 3.77
H -5.33 1.27 2.34
H -8.55 0.31 0.45
H -7.00 0.61 -0.60
C 2.24 3.38 3.48
C 1.22 4.38 3.08
C 0.05 3.62 2.56
S -0.06 2.26 3.80
O -0.25 1.02 3.15
O -0.98 2.53 4.90
C 1.62 2.47 4.55
H 3.12 3.91 3.86
H 2.58 2.73 2.67
H 1.49 5.24 2.46
H 0.88 4.84 4.00
H 0.44 3.11 1.68
H -0.92 4.09 2.42
H 1.97 1.45 4.69
H 1.61 2.94 5.53
C -2.52 3.04 -6.34
C -1.05 2.56 -6.71
C -0.70 1.28 -5.89
S -1.95 1.22 -4.49
O -1.22 1.32 -3.23
O -2.98 0.19 -4.57
C -2.73 2.91 -4.83
H -3.28 2.41 -6.80
H -2.60 4.09 -6.60
H -0.42 3.35 -6.31
H -0.88 2.46 -7.78
H 0.30 1.26 -5.44
H -0.70 0.26 -6.26
H -2.15 3.59 -4.21
H -3.78 2.94 -4.57

=====

[3]
Below is 7 unconnected molecules or ions with the total composition C34H46Br2F3N7O4P in a non-equilibrium geometry, with properties calculated with ωB97M-V/def2-TZVPD.

Output
HOMO-LUMO gap ... 7.012 eV
Lowest unoccupied orbital energy ... 2.06 eV
Net charge ... -1
M ... 864.563 g mol⁻¹
HOMO ... -4.95 eV

Positions of all 97 atoms, in Å:
C -4.74 0.61 1.50
C -4.38 -0.65 2.30
C -5.37 -1.75 1.83
C -2.94 -1.12 1.93
N -1.90 -0.93 2.92
C -1.34 0.41 2.96
C -0.43 0.75 1.77
C 0.92 0.03 1.79
F 1.52 0.20 2.97
Br 0.72 -1.85 1.31
C 1.87 0.65 0.72
F 1.42 0.53 -0.53
F 2.12 1.93 0.95
Br 3.63 -0.25 0.74
C -2.10 -1.58 4.20
O -2.96 -2.70 4.13
P -2.66 -0.50 5.61
O -3.43 0.73 5.25
C -0.70 -2.15 4.65
O 0.12 -1.27 5.06
O -0.51 -3.37 4.59
H -4.47 0.50 0.45
H -5.81 0.79 1.61
H -4.24 1.50 1.90
H -4.56 -0.53 3.36
H -5.13 -2.12 0.83
H -6.38 -1.34 1.87
H -5.34 -2.55 2.56
H -2.96 -2.17 1.64
H -2.65 -0.58 1.03
H -2.14 1.16 2.97
H -0.76 0.59 3.86
H -0.21 1.81 1.86
H -0.89 0.53 0.81
H -3.86 -2.42 4.31
H -3.52 -1.34 6.38
H -1.61 -0.16 6.48
N -4.72 -2.51 8.62
C -5.35 -1.31 8.83
C -6.62 -1.58 9.25
C -6.77 -2.99 9.30
C -5.58 -3.54 8.90
H -3.78 -2.62 8.30
H -4.83 -0.38 8.67
H -7.37 -0.84 9.50
H -7.65 -3.54 9.59
H -5.27 -4.56 8.79
N -2.62 1.69 -1.46
C -1.35 2.20 -1.54
C -1.46 3.56 -1.73
C -2.85 3.87 -1.75
C -3.54 2.70 -1.57
H -2.85 0.72 -1.32
H -0.49 1.56 -1.47
H -0.64 4.24 -1.84
H -3.29 4.85 -1.87
H -4.59 2.50 -1.52
N -2.18 1.15 -4.47
C -1.11 0.92 -5.28
C -1.55 0.26 -6.40
C -2.95 0.09 -6.26
C -3.31 0.65 -5.06
H -2.15 1.61 -3.57
H -0.12 1.24 -4.98
H -0.93 -0.06 -7.22
H -3.62 -0.38 -6.96
H -4.27 0.74 -4.58
N 6.14 -2.34 -0.21
C 6.26 -3.65 -0.58
C 7.59 -3.96 -0.66
C 8.31 -2.78 -0.32
C 7.39 -1.81 -0.04
H 5.28 -1.85 -0.07
H 5.38 -4.25 -0.76
H 8.00 -4.91 -0.93
H 9.38 -2.67 -0.28
H 7.51 -0.78 0.26
N 0.92 5.76 -7.03
C 0.82 5.47 -8.36
C 0.17 4.26 -8.47
C -0.13 3.82 -7.16
C 0.34 4.77 -6.29
H 1.35 6.58 -6.65
H 1.22 6.13 -9.11
H -0.05 3.76 -9.40
H -0.64 2.91 -6.88
H 0.31 4.82 -5.21
N 10.85 -0.36 -3.19
C 11.31 -0.59 -4.46
C 10.50 -1.53 -5.03
C 9.51 -1.87 -4.07
C 9.75 -1.13 -2.95
H 11.26 0.28 -2.54
H 12.18 -0.07 -4.84
H 10.60 -1.92 -6.03
H 8.70 -2.58 -4.20
H 9.24 -1.09 -2.01